C6H27N2O5 | ωB97M-V with the def2-TZVPD basis set

The geometry in XYZ format:
```
40
Properties=species:S:1:pos:R:3:lowdin_charge:R:1
C -0.6638 -1.3671 1.5995 -0.20
N -2.0289 -0.9457 1.8819 -0.08
C -3.0103 -1.2570 0.8224 -0.25
C -3.5362 0.0036 0.1441 -0.09
C -0.0137 -0.3489 0.6678 -0.13
N -0.2860 1.0090 1.1931 0.02
C 0.7421 1.4919 2.1686 -0.17
C 1.9259 2.1058 1.4544 -0.06
H -0.6014 -2.3583 1.1399 0.12
H -0.1057 -1.4458 2.5348 0.12
H -2.3359 -1.3168 2.7635 0.11
H -3.8432 -1.7959 1.2755 0.12
H -2.5746 -1.9019 0.0602 0.11
H -4.3374 -0.2378 -0.5586 0.08
H -2.7643 0.5098 -0.4420 0.06
H -3.9409 0.7052 0.8730 0.08
H -0.4349 -0.4200 -0.3362 0.12
H 1.0593 -0.5032 0.5672 0.13
H -1.2093 0.9212 1.6401 0.14
H -0.3775 1.6952 0.4102 0.10
H 0.2646 2.2075 2.8322 0.13
H 1.0322 0.6409 2.7814 0.12
H 1.6187 2.9361 0.8227 0.08
H 2.4775 1.3758 0.8653 0.08
H 2.6270 2.5016 2.1786 0.09
H -0.0950 -0.8220 -3.8906 0.07
H 0.5605 -1.2931 -2.5650 0.01
O 0.2247 -0.5023 -3.0420 -0.06
H -1.2071 3.2422 -1.2918 0.07
H 0.2201 2.6137 -1.4492 0.01
O -0.4644 2.8894 -0.7928 -0.06
H 0.9619 1.0615 -2.7937 0.01
H 1.4771 2.3900 -3.4230 0.07
O 1.3056 1.9557 -2.5813 -0.06
H 1.1941 -3.5398 -2.0732 0.07
H 2.1869 -2.5320 -1.4090 0.02
O 1.2428 -2.6717 -1.6591 -0.06
H 4.3464 -2.9707 -0.3266 0.07
H 4.4954 -1.7920 -1.3175 0.07
O 3.8676 -2.2341 -0.7248 -0.04
```

Its spin multiplicity is 1. For the energy above the lowest of the compared OMol25 structures with the same formula, charge and spin, the calculation gives 0.000 eV. The net charge is +1. The total energy comes out at -730.3395 hartree. The value obtained for the lowest unoccupied orbital energy is -2.24 eV. The value obtained for the HOMO energy is -12.57 eV.

=====

C48H42BrF3LaN10O4S2 | ωB97M-V with the def2-TZVPD basis set

The geometry in XYZ format:
```
111
Properties=species:S:1:pos:R:3:lowdin_charge:R:1
La 1.0957 0.2309 -0.4346 1.96
Br -5.4611 2.3636 -4.3406 0.74
C -3.8637 2.4829 -3.3590 -0.72
C -3.9106 2.8922 -2.0153 -0.12
C -2.7985 2.7512 -1.1953 -0.02
C -1.5848 2.1810 -1.6763 -0.36
O -0.6649 1.8807 -0.7998 -0.28
C -1.4724 2.0497 -3.1176 -0.14
C -0.1904 1.7413 -3.6677 -0.06
N 0.8945 1.3776 -3.0147 0.02
C 2.0732 1.2074 -3.7170 -0.22
C 2.1452 0.8242 -5.0805 -0.01
C 3.3903 0.6747 -5.7098 -0.06
C 4.5708 0.8841 -5.0168 -0.04
C 4.5680 1.3361 -3.6847 -0.15
C 5.7340 1.7304 -2.9644 0.02
C 5.6096 2.0437 -1.6180 -0.03
C 4.3700 1.8864 -0.9929 -0.13
N 3.2270 1.5443 -1.6323 0.01
C 3.3067 1.3888 -2.9641 -0.18
C -2.6403 2.1213 -3.9295 -0.07
H -4.8296 3.2802 -1.6385 0.09
H -2.8389 2.9740 -0.1396 0.10
H -0.0985 1.8044 -4.7711 0.13
H 1.2310 0.5915 -5.5987 0.10
H 3.4001 0.3897 -6.7625 0.11
H 5.4974 0.6600 -5.5208 0.11
H 6.6864 1.7612 -3.4786 0.12
H 6.4431 2.3224 -1.0015 0.11
H 4.3002 2.0933 0.0607 0.09
H -2.6030 1.8802 -4.9920 0.11
N 4.0447 -1.8841 -2.1402 0.17
C 2.9537 -2.3110 -2.8144 -0.41
N 3.1884 -3.1383 -3.8761 0.17
C 2.0694 -3.6062 -4.4796 -0.45
N 2.2147 -4.4614 -5.4944 0.16
N 0.8109 -3.2245 -4.1790 0.16
C 0.7236 -2.3793 -3.1307 -0.29
N 1.7291 -1.8702 -2.4028 0.11
C -0.6428 -2.0182 -2.7884 -0.19
C -1.6937 -2.5360 -3.5726 0.02
C -2.9931 -2.3839 -3.0877 -0.03
C -3.2149 -1.7168 -1.8850 -0.03
C -2.1319 -1.1901 -1.2034 -0.13
N -0.8756 -1.2907 -1.6539 0.04
H 4.9006 -2.3627 -2.4007 0.12
H 3.9859 -1.5249 -1.1598 -0.02
H 3.1205 -4.8451 -5.7053 0.11
H 1.3523 -4.8701 -5.8778 0.13
H -1.4447 -3.0225 -4.4872 0.10
H -3.8157 -2.7460 -3.6889 0.11
H -4.2221 -1.5673 -1.4726 0.12
H -2.2610 -0.7186 -0.2421 0.09
F 4.9741 -3.4735 2.8873 0.11
C 4.7600 -4.0884 1.6802 -0.55
F 5.0557 -5.4175 1.8786 0.10
F 5.6629 -3.6017 0.7987 0.11
C 3.3639 -3.8817 1.1944 -0.10
C 2.4851 -4.9608 1.1328 0.00
C 1.1272 -4.7465 0.8973 -0.05
C 0.7002 -3.4651 0.6510 -0.15
N 1.5116 -2.4190 0.6370 -0.07
C 2.8091 -2.5488 0.9234 -0.70
S 3.6839 -1.0458 1.0061 0.56
H 2.8830 -5.9765 1.3117 0.13
H 0.4415 -5.5870 0.8648 0.11
H -0.3336 -3.2325 0.4863 0.10
O 1.5036 1.9801 1.0472 -0.80
S 1.8817 3.1293 2.1173 1.06
C 0.5463 3.1139 3.3152 -0.32
C -0.6758 3.7719 2.6627 -0.20
C -0.2172 4.9231 1.6840 -0.19
C 1.2518 4.6833 1.2683 -0.26
H 0.9058 3.7655 4.1281 0.10
H 0.4666 2.0860 3.6620 0.09
H -1.3504 4.1859 3.4180 0.11
H -1.2974 3.0204 2.1496 0.10
H -0.3053 5.8906 2.1740 0.11
H -0.8952 4.9219 0.8228 0.11
H 1.8571 5.5036 1.6351 0.08
H 1.4141 4.5949 0.1669 0.11
C -4.1119 0.8543 6.5016 -0.05
O -3.8520 0.5109 5.1374 -0.09
C -4.5830 1.1182 4.1715 -0.21
C -5.5579 2.0745 4.3899 -0.02
C -6.0601 2.8025 3.3389 -0.08
C -5.7928 2.4881 2.0186 -0.07
C -4.9114 1.4247 1.7626 -0.02
C -4.2456 0.7786 2.8115 -0.15
N -3.2000 -0.1061 2.4605 0.13
C -2.7951 -1.1455 3.2204 0.01
C -1.4965 -1.6019 3.2903 -0.15
C -1.3388 -2.6744 4.2188 -0.01
C -0.1223 -2.8144 4.8738 -0.08
C 0.9568 -2.0092 4.5024 -0.04
C 0.8634 -1.1298 3.4427 -0.03
C -0.3490 -0.9312 2.7435 -0.35
O -0.4100 -0.2338 1.6454 -0.22
H -3.2343 0.5413 7.0731 0.10
H -4.9937 0.3283 6.8686 0.10
H -4.2505 1.9074 6.6674 0.08
H -5.8655 2.2771 5.3984 0.11
H -6.7739 3.5925 3.5239 0.11
H -6.2638 3.0284 1.1872 0.11
H -4.7214 1.0759 0.7437 0.11
H -2.4459 0.2675 1.8932 0.12
H -3.5141 -1.6373 3.8422 0.14
H -2.1791 -3.3085 4.4227 0.11
H -0.0125 -3.5528 5.6699 0.11
H 1.9086 -2.0796 5.0701 0.13
H 1.7573 -0.6526 3.0250 0.08
```

Its spin multiplicity is 1. For the energy above the lowest of the compared OMol25 structures with the same formula, charge and spin, the calculation gives 0.000 eV. The net charge is +1. The total energy comes out at -6404.5223 hartree. The value obtained for the lowest unoccupied orbital energy is -2.90 eV. The value obtained for the HOMO energy is -9.43 eV.

=====

C2H4N2 | ωB97M-V with the def2-TZVPD basis set

The geometry in XYZ format:
```
8
Properties=species:S:1:pos:R:3:lowdin_charge:R:1
C -2.1728 0.4459 -0.3032 0.26
C 2.6456 -0.4590 0.2354 0.36
N -2.4614 -0.4164 0.3177 0.36
N 2.0420 0.5208 0.0729 0.37
H -2.0330 1.3959 -0.9249 0.20
H 3.0615 -1.4195 0.1833 0.14
H -2.6121 -1.3717 0.5936 0.18
H 1.5302 1.3041 -0.1748 0.13
```

Its spin multiplicity is 1. For the energy above the lowest of the compared OMol25 structures with the same formula, charge and spin, the calculation gives 0.212 eV. The net charge is +2. The total energy comes out at -187.2940 hartree. The value obtained for the lowest unoccupied orbital energy is -9.34 eV. The value obtained for the HOMO energy is -24.83 eV.